w | Here is a single C2H4N2S4 molecule from the OMol25 dataset. Energies are from the ωB97M-V functional and the def2-TZVPD basis.

Output
Charge = 0
LUMO level (spin up / spin down) = -1.47 / -1.46 eV

Atoms and positions in Å:
C1 -2.32 0.40 -0.07
C2 0.64 0.59 0.15
N1 -1.33 -0.56 -0.28
N2 -0.02 -0.30 -0.65
S1 -3.91 0.00 0.01
S2 -1.75 2.03 0.19
S3 1.95 1.42 -0.67
S4 0.85 0.15 1.80
H1 -1.69 -1.45 -0.01
H2 -0.15 -0.07 -1.64
H3 2.44 2.11 0.39
H4 0.28 -1.06 1.69

***

x | Here is a molecular structure, C2H4N2S4 from the OMol25 dataset. Energies are from the ωB97M-V functional and the def2-TZVPD basis.

Output
Charge = 0
LUMO level = -0.70 eV

Atoms and positions in Å:
C1 0.55 0.33 0.03
C2 -1.50 -0.89 -0.59
H1 1.82 1.30 1.81
H2 -0.24 -1.08 1.34
H3 0.74 1.20 -1.98
H4 -2.41 -0.92 -1.24
N1 0.59 -0.41 1.08
N2 -0.58 -0.03 -0.85
S1 1.58 -0.02 2.34
S2 1.86 1.44 -0.40
S3 -0.69 0.92 -2.37
S4 -1.73 -1.84 0.82

***

Ranked by calculated energy, most stable first: x, w.

***

w | Here is a gas-phase ion, C7H11N2 (charge +1) from the OMol25 dataset. Energies are from the ωB97M-V functional and the def2-TZVPD basis.

Output
Charge = +1
LUMO level = -5.86 eV

Atoms and positions in Å:
C1 1.22 -0.27 0.45
C2 0.08 -0.52 0.05
C3 -0.96 -1.69 0.03
C4 3.78 -0.29 -0.31
C5 2.54 0.10 0.59
C6 -3.47 0.74 -0.46
C7 -2.06 0.66 0.36
N1 -1.19 -0.32 -0.33
N2 2.98 0.82 -0.66
H1 -1.12 -2.43 -0.76
H2 -1.35 -2.05 0.97
H3 4.73 -0.01 0.13
H4 3.76 -1.13 -1.09
H5 3.01 0.44 1.54
H6 -3.55 1.74 -0.91
H7 -3.37 -0.02 -1.28
H8 -4.37 0.41 0.18
H9 -1.57 1.68 0.33
H10 -2.34 0.40 1.46
H11 3.28 1.76 -0.27

***

x | Here is a gas-phase ion, C7H11N2 (charge +1) from the OMol25 dataset. Energies are from the ωB97M-V functional and the def2-TZVPD basis.

Output
Charge = +1
LUMO level = -4.94 eV
SMILES = C=N/C=C1/CCCC1=[NH2+]

Atoms and positions in Å:
C1 -3.07 1.28 1.32
N1 -2.01 1.49 0.65
C2 -1.35 1.11 -0.42
C3 -0.15 0.36 -0.48
C4 0.65 0.05 -1.74
C5 1.76 -1.01 -1.34
C6 1.83 -0.92 0.18
C7 0.58 -0.25 0.63
N2 0.31 -0.44 2.03
H1 -3.78 0.45 0.96
H2 -3.05 1.83 2.20
H3 -1.46 1.54 -1.46
H4 1.05 1.09 -2.02
H5 -0.03 -0.08 -2.58
H6 1.36 -1.88 -1.72
H7 2.65 -0.84 -1.99
H8 1.88 -1.81 0.62
H9 2.63 -0.35 0.40
H10 0.81 -1.28 2.40
H11 -0.61 -0.34 2.34

***

Ranked by calculated energy, most stable first: x, w.

***

w | Here is a molecular structure, C15H31NO3P2Re from the OMol25 dataset. Energies are from the ωB97M-V functional and the def2-TZVPD basis.

Output
2S+1 = 4
Charge = +2
Expectation value of S² = 3.80
LUMO level (spin up / spin down) = -5.85 / -7.46 eV

Atoms and positions in Å:
P1 -0.44 -1.92 -1.50
P2 0.33 2.14 -1.24
C1 -0.59 -0.44 -2.56
C2 0.42 0.77 -2.50
H1 -1.64 -0.07 -2.55
H2 -0.47 -0.87 -3.57
H3 1.46 0.38 -2.52
H4 0.28 1.33 -3.44
C3 -1.06 3.15 -1.79
H5 -1.28 3.87 -0.99
H6 -1.94 2.55 -1.99
H7 -0.74 3.69 -2.68
C4 1.80 3.13 -1.65
H8 1.56 3.68 -2.57
H9 2.67 2.50 -1.81
H10 1.99 3.86 -0.85
C5 -1.56 -3.09 -2.28
H11 -1.62 -4.01 -1.68
H12 -1.13 -3.33 -3.26
H13 -2.55 -2.65 -2.40
C6 1.22 -2.57 -1.68
H14 1.98 -1.78 -1.75
H15 1.22 -3.15 -2.61
H16 1.47 -3.24 -0.85
Re1 0.36 -0.91 4.63
C7 0.06 2.13 0.62
C8 -1.37 1.77 0.75
C9 -1.95 0.69 -0.04
C10 -2.27 -0.72 0.52
C11 -1.10 -1.69 0.12
C12 0.18 -1.33 0.73
C13 1.06 -0.21 0.53
C14 1.11 1.21 1.23
C15 2.21 -1.48 3.91
H17 0.29 3.20 0.89
H18 -1.97 2.23 1.52
H19 -1.08 0.51 -0.68
H20 -2.83 1.01 -0.61
H21 -2.34 -0.68 1.62
H22 -3.21 -1.08 0.08
H23 -1.39 -2.70 0.45
H24 0.51 -2.04 1.53
H25 0.96 0.06 -0.53
H26 2.11 -0.57 0.61
H27 0.98 1.10 2.29
H28 2.08 1.65 1.04
H29 2.81 -0.96 4.69
H30 2.61 -1.13 2.94
H31 2.54 -2.53 4.04
O1 0.53 -0.55 6.31
N1 -0.49 0.31 3.67
O2 -1.23 1.25 3.43
O3 -0.55 -2.42 4.39

***

x | Here is a molecular structure, C15H31NO3P2Re from the OMol25 dataset. Energies are from the ωB97M-V functional and the def2-TZVPD basis.

Output
2S+1 = 4
Charge = +2
Expectation value of S² = 3.83
LUMO level (spin up / spin down) = -6.37 / -7.85 eV

Atoms and positions in Å:
P1 -4.34 -2.58 -2.17
P2 -4.08 -1.61 1.64
C1 -5.16 -3.16 -0.58
C2 -5.45 -2.01 0.39
H1 -4.52 -3.95 -0.12
H2 -6.13 -3.64 -0.83
H3 -5.74 -1.09 -0.16
H4 -6.31 -2.32 1.01
C3 -4.79 -2.68 2.97
H5 -4.22 -2.52 3.89
H6 -4.79 -3.75 2.72
H7 -5.85 -2.40 3.07
C4 -4.33 0.05 2.25
H8 -5.17 -0.06 2.95
H9 -4.60 0.74 1.42
H10 -3.42 0.39 2.78
C5 -4.63 -3.88 -3.37
H11 -4.04 -3.60 -4.24
H12 -5.69 -3.93 -3.63
H13 -4.28 -4.84 -2.99
C6 -5.06 -1.04 -2.72
H14 -5.29 -0.29 -1.95
H15 -6.01 -1.27 -3.25
H16 -4.38 -0.59 -3.46
Re1 -1.11 1.72 -0.44
C7 -2.48 -2.74 1.56
C8 -2.84 -4.10 1.34
C9 -2.04 -5.04 0.62
C10 -1.25 -4.66 -0.64
C11 -1.98 -4.22 -1.83
C12 -2.47 -2.87 -2.03
C13 -2.40 -1.83 -0.94
C14 -1.69 -2.01 0.40
C15 -2.51 3.15 -0.29
H17 -1.92 -2.45 2.48
H18 -3.51 -4.61 2.05
H19 -2.75 -5.81 0.29
H20 -1.31 -5.52 1.30
H21 -0.46 -3.92 -0.44
H22 -0.66 -5.56 -0.84
H23 -1.79 -4.84 -2.72
H24 -2.31 -2.53 -3.07
H25 -3.41 -1.44 -0.64
H26 -2.06 -0.92 -1.49
H27 -0.62 -2.29 0.34
H28 -1.70 -0.98 0.74
H29 -1.97 4.10 -0.20
H30 -3.28 3.13 0.48
H31 -3.01 3.19 -1.26
O1 0.47 2.48 -0.64
N1 -0.80 0.99 1.20
O2 -0.58 0.42 2.24
O3 -1.58 0.77 -1.83

***

Ranked by calculated energy, most stable first: w, x.

***

w | Here is 3 unconnected molecules or ions with the total composition C4H13NOS from the OMol25 dataset. Energies are from the ωB97M-V functional and the def2-TZVPD basis.

Output
Charge = 0
LUMO level = -4.60 eV

Atoms and positions in Å:
C1 1.81 -0.16 1.35
C2 0.35 0.26 1.29
C3 -0.60 -0.88 0.91
S1 -2.21 -0.41 0.37
C4 -1.31 1.19 -2.33
N1 2.21 -1.02 0.24
H1 2.29 0.82 1.41
H2 2.05 -0.62 2.32
H3 0.04 0.76 2.22
H4 0.33 1.01 0.49
H5 -0.10 -1.45 0.05
H6 -0.54 -1.66 1.70
H7 -0.72 0.86 -1.51
H8 -1.03 2.19 -2.68
H9 -2.31 1.27 -1.93
H10 2.13 -0.42 -0.60
H11 3.20 -1.24 0.33
H12 2.46 1.18 -2.14
H13 -1.39 0.53 -3.21
O1 1.83 0.93 -1.44

***

x | Here is 2 unconnected molecules or ions with the total composition C4H13NOS from the OMol25 dataset. Energies are from the ωB97M-V functional and the def2-TZVPD basis.

Output
Charge = 0
LUMO level = 0.64 eV
SMILES = CCNCCS.O

Atoms and positions in Å:
C1 0.41 -2.82 -0.39
C2 0.81 -1.60 -1.38
N1 0.75 -0.30 -0.97
C3 1.52 0.14 0.20
C4 1.04 0.02 1.61
S1 -0.72 0.26 1.64
H1 1.00 -2.81 0.53
H2 -0.77 -2.79 -0.15
H3 0.76 -3.78 -0.89
H4 0.23 -1.69 -2.34
H5 1.85 -1.70 -1.47
H6 -0.16 0.09 -0.69
H7 1.67 1.27 0.02
H8 2.58 -0.28 0.17
H9 1.29 -0.97 1.97
H10 1.41 0.80 2.32
H11 -0.98 -0.88 2.25
O1 -4.65 5.69 -0.87
H12 -3.90 5.27 -1.39
H13 -4.13 6.08 -0.17

***

Ranked by calculated energy, most stable first: x, w.